Entry 1:
Formula: C18H24F2N6O6
Source: the OMol25 dataset
Level of theory: ωB97M-V with the def2-TZVPD basis set

Kohn-Sham gap (alpha / beta) (eV): 8.464 / 2.652
LUMO energy (alpha / beta) (eV): -4.8 / -10.6
Calculated total energy (eV): -45701.759
Total charge: +1
Multiplicity: 2
HOMO energy (alpha / beta) (eV): -13.27 / -13.27

Last column: Löwdin spin population.
Geometry (Å):
C -4.508 -1.184 0.273  0.000
C -2.967 -1.273 -0.019  0.000
O -2.455 -1.758 1.231  0.000
C -3.309 -1.398 2.216  0.000
O -2.941 -1.366 3.375  0.002
O -4.517 -1.004 1.726  0.000
F -2.452 -0.119 -0.313  0.000
H -5.172 -2.034 0.116  0.000
H -4.985 -0.305 -0.160  0.000
H -2.740 -1.978 -0.818  0.000
C 0.973 -3.060 1.776  0.010
C 0.275 -4.268 2.329  0.008
O -0.395 -3.734 3.457  0.029
C 0.259 -2.660 3.897  0.054
O 0.041 -2.009 4.967  0.814
O 1.223 -2.427 2.993  0.048
F 1.114 -5.191 2.768  0.000
H 0.224 -2.591 1.139  0.001
H 1.935 -3.302 1.324  0.005
H -0.500 -4.727 1.716  0.004
C 0.058 1.850 -0.133  0.000
C 0.733 0.560 -0.261  0.000
N 1.292 -0.507 -0.284  0.000
H 0.722 2.657 0.175  0.000
H -0.796 1.839 0.545  0.000
H -0.277 2.085 -1.144  0.000
C -0.524 0.901 4.261  0.007
C -1.063 2.044 3.531  0.004
N -1.456 2.993 2.986  0.009
H 0.260 1.131 4.982  0.000
H -0.070 0.383 3.416  0.004
H -1.333 0.303 4.683  0.000
C -0.632 5.091 -2.424  0.000
C -1.009 5.363 -1.045  0.000
N -1.318 5.630 0.046  0.000
H 0.053 5.884 -2.725  0.000
H -1.469 5.049 -3.122  0.000
H -0.080 4.155 -2.347  0.000
C -1.261 0.308 -4.331  0.000
C -0.662 1.573 -4.706  0.000
N -0.148 2.549 -4.943  0.000
H -2.242 0.142 -4.778  0.000
H -1.403 0.311 -3.250  0.000
H -0.616 -0.527 -4.605  0.000
C 2.447 1.914 -2.774  0.000
C 2.929 1.653 -4.106  0.000
N 3.304 1.392 -5.196  0.000
H 3.249 2.033 -2.045  0.000
H 1.925 1.028 -2.414  0.000
H 1.734 2.734 -2.850  0.000
C 4.228 -2.654 0.109  0.000
C 5.715 -2.674 0.206  0.000
N 6.890 -2.771 0.290  0.000
H 4.008 -2.836 -0.943  0.000
H 3.864 -1.707 0.505  0.000
H 3.851 -3.490 0.698  0.000

Cartesian forces, eV/Å:
0.2389 0.6279 1.1778
-2.5382 -3.1200 0.3480
-0.0425 0.2841 -1.2509
-0.2582 1.1118 1.9196
-0.8619 -0.3326 -1.7686
1.5888 -0.5165 0.1959
0.9856 2.2957 -0.2385
0.6720 -0.3114 -0.5486
0.3117 0.0429 -0.0478
0.2015 -0.1538 0.2109
-0.9485 -2.0279 -0.7312
-0.3156 -0.8977 -1.2175
-1.3384 1.6786 3.0859
0.9879 -2.5432 -4.1724
0.2812 -0.5356 -0.9047
0.0098 3.8343 3.6994
0.6529 -0.7185 0.3584
0.5981 0.9160 -0.0127
-0.2921 0.3250 -0.1294
0.0322 0.0853 -0.0177
0.0187 0.1261 -0.6738
2.6239 -4.9465 0.8259
-2.8139 5.0259 0.0649
0.1925 -0.2174 0.0866
0.0740 -0.2134 -0.0353
-0.2867 0.2274 0.0194
-0.0950 -0.0848 -0.8375
-0.5971 1.9945 0.1256
0.5285 -1.5678 0.5213
-0.2725 0.3158 -0.0290
0.3275 -0.8146 0.1895
0.0941 0.0861 0.0264
0.5336 0.0507 0.5002
-1.2303 0.9846 2.0138
0.6645 -0.6909 -1.9071
0.0305 -0.1235 -0.2091
0.0625 -0.1727 0.2342
-0.0290 -0.0648 -0.7396
-0.2651 -0.4184 0.2375
-1.0324 -2.0778 0.3884
1.0737 2.2919 -0.4269
0.1037 0.2207 -0.1635
0.0525 -0.1024 0.0612
0.0511 0.1058 -0.0028
-0.4224 -0.3928 0.4033
1.6915 -1.1776 -4.1217
-1.2477 0.8950 3.6385
0.0568 0.5697 -0.2342
-0.1951 -0.0514 -0.2300
0.2261 0.1730 0.3827
1.4265 -0.1519 0.0149
3.2673 -0.5406 0.4663
-4.0135 0.4513 -0.2980
-0.4248 0.3308 0.1032
-0.1964 -0.0627 -0.3549
0.0574 -0.0218 0.0037

Entry 2:
Formula: C18H24FN6S5SeW
Source: the OMol25 dataset
Level of theory: ωB97M-V with the def2-TZVPD basis set

Kohn-Sham gap (alpha / beta) (eV): 5.811 / 6.060
LUMO energy (alpha / beta) (eV): -4.2 / -3.9
Calculated total energy (eV): -152056.960
Total charge: +1
Multiplicity: 1
HOMO energy (alpha / beta) (eV): -10.03 / -9.99

Last column: Mulliken charge in e.
Geometry (Å):
W -0.901 -0.990 1.558  0.995
C 2.278 -2.023 -1.901  -1.620
C 1.039 -2.332 -1.075  -0.107
N -0.200 -2.383 -1.862  0.488
C -0.181 -3.276 -3.035  -1.105
C 0.254 -2.626 -4.344  -0.972
C -1.272 -1.672 -1.564  0.951
C -2.439 -1.653 -2.504  -1.671
N -1.356 -0.942 -0.452  -0.247
H 3.102 -1.843 -1.209  0.410
H 2.146 -1.123 -2.500  0.387
H 2.570 -2.850 -2.546  0.418
H 0.921 -1.558 -0.321  0.188
H 1.156 -3.283 -0.552  0.270
H -1.171 -3.714 -3.144  0.559
H 0.492 -4.095 -2.782  0.445
H -0.362 -1.766 -4.601  0.254
H 0.156 -3.360 -5.144  0.392
H 1.289 -2.296 -4.314  0.307
H -2.139 -1.542 -3.541  0.279
H -3.116 -0.844 -2.242  0.484
H -2.991 -2.591 -2.404  0.334
H -2.051 -0.209 -0.576  0.301
F -2.606 -0.961 2.362  -0.584
Se 0.636 0.089 4.993  -0.023
C 0.925 -0.567 3.435  0.327
N 0.958 -1.027 2.317  -0.522
S -1.072 -3.406 1.231  -0.340
C -1.347 -3.520 2.907  0.198
N -2.533 -3.442 3.483  -0.139
C -2.510 -3.190 4.921  -0.595
C -1.271 -3.913 5.427  -0.504
S -0.072 -3.776 4.061  0.003
H -3.325 -3.143 2.929  0.324
H -3.412 -3.584 5.385  0.357
H -2.445 -2.114 5.107  0.261
H -1.464 -4.968 5.614  0.364
H -0.854 -3.453 6.317  0.389
S 2.260 2.778 -2.932  -0.330
C 1.363 2.727 -1.550  0.079
S 0.633 1.194 -1.048  0.135
C -0.102 2.027 0.325  0.357
N 0.210 3.260 0.378  -0.765
N 1.018 3.670 -0.636  0.587
C 1.376 5.059 -0.603  0.677
C 2.534 5.552 -1.193  -0.481
C 2.816 6.907 -1.108  -0.689
C 1.959 7.768 -0.442  -0.436
C 0.812 7.269 0.153  -0.597
C 0.516 5.919 0.078  -0.257
S -1.108 1.352 1.572  -0.345
H 3.215 4.895 -1.704  0.267
H 3.719 7.287 -1.567  0.373
H 2.185 8.824 -0.382  0.383
H 0.138 7.931 0.680  0.361
H -0.375 5.530 0.547  0.422

Cartesian forces, eV/Å:
0.5436 0.4645 -0.9373
-0.0065 0.0165 0.0688
0.1496 -0.0355 0.0580
-0.1034 0.1445 -0.0093
-0.0402 -0.0876 -0.1342
0.0046 0.0262 0.0581
0.1977 -0.2151 -0.0354
-0.0173 0.0188 0.0089
-0.1491 0.2515 0.2833
0.0067 -0.0200 -0.0020
0.0122 0.0187 -0.0036
-0.0265 0.0087 -0.0144
0.0658 -0.0144 -0.0109
-0.0309 0.0206 0.0404
0.0111 -0.0171 0.0211
-0.0032 0.0020 0.0190
0.0013 0.0076 -0.0070
-0.0046 -0.0009 -0.0115
-0.0263 -0.0068 -0.0102
0.0054 -0.0039 -0.0169
0.0009 -0.0023 -0.0037
-0.0005 -0.0006 0.0120
0.0934 0.0066 -0.0284
-0.1423 -0.2121 0.1444
0.2904 -0.0895 -0.1336
-0.3153 0.0431 0.2183
-0.4467 0.0711 -0.1415
-0.0217 -0.3418 0.1854
0.1055 -0.4054 0.3369
-0.0351 0.1730 -0.0458
-0.0552 -0.0962 0.2428
0.0506 -0.0331 -0.0343
-0.1434 0.0031 -0.1469
0.0297 -0.0331 -0.0316
-0.0128 0.0443 -0.0222
-0.0160 -0.0024 -0.0595
0.0131 0.0016 -0.0050
-0.0125 0.0204 0.0006
-0.1271 0.1147 0.1746
0.2312 -0.4374 -0.3154
-0.0722 0.7751 0.2604
0.3335 -0.3209 -0.6795
-0.2385 0.2970 0.4582
0.1600 -0.3217 -0.1836
-0.0536 0.3994 0.0197
-0.0678 -0.2197 0.0739
-0.0491 0.0355 0.0361
0.0832 0.0975 -0.0279
-0.0336 -0.0726 0.0088
-0.0347 -0.0104 -0.0896
-0.1718 0.0329 0.5009
0.0341 -0.0842 -0.0626
0.0074 -0.0118 -0.0075
0.0113 -0.0110 -0.0099
-0.0053 -0.0009 0.0032
0.0207 0.0134 -0.0127

Entry 3:
Formula: C18H24FeNO2
Source: the OMol25 dataset
Level of theory: ωB97M-V with the def2-TZVPD basis set

Kohn-Sham gap (alpha / beta) (eV): 3.011 / 6.960
LUMO energy (alpha / beta) (eV): 2.9 / 2.8
Calculated total energy (eV): -59018.595
Total charge: -1
Multiplicity: 5
HOMO energy (alpha / beta) (eV): -0.06 / -4.12

Last column: Löwdin spin population.
Geometry (Å):
C -4.259 3.096 0.341  0.016
O -3.630 2.197 1.281  0.035
C -2.923 1.235 0.704  0.062
C -2.218 0.287 1.663  0.142
C -3.204 -0.567 2.462  0.113
C -3.086 -2.014 1.956  0.066
C -1.993 -2.067 0.887  0.054
N -1.423 -0.665 0.771  0.049
O -2.869 1.091 -0.517  0.056
H -4.817 3.794 0.965  0.002
H -3.498 3.626 -0.245  0.002
H -4.929 2.537 -0.321  0.003
H -1.528 0.860 2.300  0.122
H -2.937 -0.496 3.523  0.081
H -4.226 -0.176 2.347  0.007
H -2.799 -2.686 2.774  0.036
H -4.048 -2.361 1.558  0.005
H -1.168 -2.731 1.164  0.026
H -2.379 -2.357 -0.096  0.003
H -0.438 -0.646 1.059  0.041
C -0.348 -0.229 -1.977  0.279
C 0.033 -1.187 -1.083  0.241
C 1.493 -1.360 -0.824  0.032
C 2.489 -1.577 -1.853  0.053
C 3.792 -1.687 -1.228  0.005
C 3.609 -1.537 0.209  0.000
C 2.191 -1.344 0.460  0.076
Fe 2.899 0.026 -0.784  2.057
C 2.061 1.803 -0.584  0.005
C 2.512 1.580 -1.951  0.022
C 3.931 1.263 -1.912  0.048
C 4.361 1.304 -0.523  -0.013
C 3.208 1.641 0.297  0.063
H -1.389 0.092 -2.094  0.028
H -1.506 -0.310 -0.204  0.005
H 0.375 0.192 -2.683  0.036
H -0.544 -2.091 -0.866  0.020
H 2.254 -1.719 -2.905  0.009
H 4.727 -1.907 -1.738  0.006
H 4.388 -1.614 0.967  0.003
H 1.688 -1.276 1.424  0.053
H 1.067 2.146 -0.292  0.012
H 1.914 1.719 -2.849  0.007
H 4.569 1.100 -2.780  0.009
H 5.383 1.184 -0.170  0.002
H 3.217 1.831 1.368  0.018

Cartesian forces, eV/Å:
0.0365 -0.0373 0.2758
0.0658 0.4850 0.0998
-0.1313 -1.4273 -1.3319
-0.7125 -0.1854 -1.2103
-0.1792 0.2618 0.1005
-0.0805 -0.1144 0.0110
-0.0558 0.4765 0.0216
-2.0233 0.8271 1.6409
0.0724 0.5295 0.9985
0.0364 -0.0481 -0.1219
-0.2418 -0.2182 0.1073
0.1846 0.1489 0.0965
0.3989 -0.0881 0.3289
0.0661 -0.0708 0.1551
0.3153 -0.1337 0.0510
-0.1090 0.1144 0.0475
0.2607 0.0584 0.0074
-0.1377 0.1197 -0.0393
0.1156 0.1426 0.2559
0.1120 0.0318 -0.1795
-0.7785 0.8466 -1.3764
2.9106 -1.7304 -0.4963
-1.0702 -1.4680 -0.2438
0.5178 -1.9011 0.2674
-1.0349 -1.3229 -0.3004
-0.9938 -1.0526 0.3535
0.0247 -2.4411 -0.2296
0.4144 -0.1675 0.4116
0.6673 1.1000 0.1076
0.9206 1.2283 -0.1241
-0.1070 2.3542 -0.1312
-0.1762 1.3707 -0.0065
0.4327 2.3478 -0.6781
0.2377 -0.4223 -0.3598
0.3328 -0.0141 0.6087
-0.2746 0.2236 0.5065
0.0924 0.4901 0.2118
0.0795 0.2569 0.2641
-0.2057 0.2534 0.2010
-0.2343 0.2185 -0.3105
0.3549 0.2463 -0.2233
0.3561 -0.3885 -0.1526
0.1422 -0.2378 0.3659
-0.2289 -0.1679 0.3669
-0.3414 -0.1622 -0.0667
-0.0313 -0.3328 -0.2809

Entry 4:
Formula: C18H24ILuN4O
Source: the OMol25 dataset
Level of theory: ωB97M-V with the def2-TZVPD basis set

Kohn-Sham gap (alpha / beta) (eV): 1.898 / 1.908
LUMO energy (alpha / beta) (eV): 4.5 / 4.5
Calculated total energy (eV): -68770.492
Total charge: -2
Multiplicity: 1
HOMO energy (alpha / beta) (eV): 2.58 / 2.56

Last column: Mulliken charge in e.
Geometry (Å):
C -0.663 2.914 -2.810  -0.774
I 1.237 4.511 0.812  -0.547
H -1.270 3.808 -2.663  0.340
H -0.859 1.930 -2.562  -0.004
H 0.394 3.212 -2.987  0.088
C 3.137 -1.510 -0.436  -0.349
C 3.427 -0.572 0.466  -1.390
N 2.522 0.464 0.346  1.218
C 1.739 0.235 -0.809  -1.077
N 2.112 -0.992 -1.200  0.949
H 3.637 -2.437 -0.654  0.441
H 4.219 -0.513 1.181  0.380
C -2.957 -0.558 -0.429  -0.683
C -1.007 0.492 -0.920  0.297
N -1.703 -0.661 -0.975  0.203
H -3.846 1.141 0.605  0.327
N -1.847 1.346 -0.182  1.134
H -3.707 -1.340 -0.496  0.307
Lu 0.392 1.767 0.665  0.329
C 0.436 0.778 -1.554  0.337
O 0.602 0.831 -2.794  -0.772
C -3.031 0.678 0.066  -0.962
C -1.951 2.792 0.012  -1.333
H -0.968 3.293 -0.116  0.203
H -2.410 2.885 1.026  0.233
H -2.657 3.185 -0.745  0.510
C -1.305 -1.971 -1.380  -1.103
H -2.187 -2.585 -1.472  0.358
H -0.649 -2.520 -0.716  0.162
H -0.899 -1.960 -2.365  0.404
C 1.590 -1.837 -2.251  -1.422
H 2.449 -2.339 -2.702  0.490
H 1.068 -1.235 -3.001  0.256
H 0.951 -2.665 -1.909  0.374
C 3.025 1.651 1.030  -1.147
H 3.838 2.093 0.450  0.422
H 3.408 1.317 1.994  0.347
H 2.266 2.431 1.232  -0.233
C -1.289 -2.699 2.676  -0.519
C -2.033 -1.535 2.868  -0.381
C -1.431 -0.275 2.681  -0.281
C -0.140 -0.217 2.193  0.061
C 0.681 -1.323 2.231  -0.220
C 0.075 -2.597 2.365  -0.591
H -1.753 -3.679 2.802  0.327
H -3.094 -1.603 3.119  0.359
H -1.999 0.623 2.925  0.238
H 1.767 -1.261 2.165  0.308
H 0.682 -3.489 2.219  0.390

Cartesian forces, eV/Å:
1.0114 3.4882 -0.6032
-0.0294 1.5480 0.2276
-0.5118 -0.2321 0.1073
-1.2380 -0.5322 -0.0108
-0.7342 -0.5507 0.1762
0.1940 0.9031 -0.3709
0.5173 -1.1134 0.4130
0.5187 0.8717 1.7163
-3.6953 1.3199 -0.5380
1.4801 -3.9397 -1.2206
-0.1042 -0.0776 -0.0827
0.1060 -0.1472 0.2685
0.4186 0.4114 0.1862
5.3163 1.7473 -2.2434
-2.0714 -4.0039 0.3497
0.1303 0.0624 -0.1808
-0.0008 1.6226 2.0257
0.3572 0.1467 0.1706
-1.0006 -2.3658 -0.5492
-1.5516 0.3399 3.5669
1.4334 -1.5305 -1.2341
-1.7872 -0.1186 0.5335
-0.4293 -0.5647 -0.5438
-1.0178 0.2805 -0.3179
0.4612 0.3429 -0.4834
0.4410 0.4635 0.1252
-0.3456 0.1028 -0.5555
-0.5389 -0.1071 0.1454
0.4728 0.2003 0.5286
0.5510 0.1805 -0.6743
0.1891 -0.1045 -0.2950
0.2172 0.0911 -0.2989
0.0985 0.1234 0.1641
0.2050 0.5160 0.2495
-0.2781 -0.2441 -0.4132
0.0918 0.4882 -0.1440
-0.0863 0.0919 -0.0212
1.2978 -0.1912 0.1264
0.2355 0.0624 -0.2344
0.0250 0.3754 0.2713
-0.7533 -1.7424 0.0320
1.2473 3.3034 0.0164
-0.9459 -2.1478 0.0033
0.3796 0.5571 0.3773
0.0632 0.1980 -0.1490
0.1731 -0.0292 0.1356
-0.0955 -0.0508 -0.4571
-0.3198 -0.0014 -0.5090
-0.0975 -0.0438 0.2141